No. 1
Here is an isolated molecule of C14H20N2O2S at a distorted geometry from the OMol25 dataset. Energies are from wB97M-V/def2-TZVPD.

```
39
Properties=species:S:1:pos:R:3:nbo_charge:R:1
C -0.1677 1.0965 -2.4003 -0.665
C 0.1867 1.0601 -0.9337 0.543
N 0.0191 -0.0783 -0.3657 -0.865
S -0.0105 -0.5176 1.2133 2.301
O -0.7849 0.4120 2.0010 -0.962
O 1.3114 -0.8553 1.6864 -0.954
C -0.9423 -2.0261 1.0079 -0.334
C -0.2873 -3.1789 0.6230 -0.162
C -1.0140 -4.3398 0.4301 -0.219
C -2.3930 -4.3535 0.6192 0.000
C -3.1695 -5.6213 0.4309 -0.629
C -3.0310 -3.1807 1.0083 -0.226
C -2.3082 -2.0161 1.2018 -0.128
N 0.6423 2.1860 -0.3690 -0.400
C 0.7015 3.4643 -1.0436 -0.216
C 2.1483 3.7952 -1.4430 -0.409
C 3.1102 3.2180 -0.3980 -0.401
C 2.4305 3.2087 0.9672 -0.413
C 1.2617 2.2157 0.9462 -0.238
H 0.6420 1.5156 -2.9923 0.219
H -0.3582 0.0770 -2.7199 0.251
H -1.0720 1.6809 -2.5594 0.229
H 0.7822 -3.1474 0.4906 0.236
H -0.5104 -5.2477 0.1306 0.211
H -3.1044 -6.2324 1.3315 0.223
H -2.7675 -6.2022 -0.3961 0.218
H -4.2188 -5.4114 0.2399 0.216
H -4.1007 -3.1814 1.1609 0.209
H -2.7802 -1.0967 1.5103 0.231
H 0.0452 3.4800 -1.9109 0.218
H 0.3337 4.2165 -0.3384 0.201
H 2.2574 4.8789 -1.5058 0.208
H 2.3776 3.3814 -2.4260 0.204
H 3.3737 2.1918 -0.6607 0.204
H 4.0300 3.8028 -0.3682 0.216
H 2.0862 4.2160 1.2095 0.195
H 3.1322 2.9038 1.7427 0.227
H 1.6317 1.2157 1.1716 0.238
H 0.5169 2.4697 1.7079 0.223
```

Values from the calculation:
SMILES: C/C(=N/S(=O)(=O)c1ccc(C)cc1)N1CCCCC1
Charge: 0
Lowest unoccupied orbital energy, hartree: 0.0282
HOMO, eV: -8.9
Frontier orbital gap, eV: 9.6

***

No. 2
Here is a structure of composition C48H41ClGeIrN3O5 at a distorted geometry from the OMol25 dataset. Energies are from wB97M-V/def2-TZVPD.

```
100
Properties=species:S:1:pos:R:3:lowdin_charge:R:1
Ir 0.1271 0.6268 0.0703 1.496
C 2.9848 -1.2548 0.6658 -0.008
O 1.5276 -1.2331 0.6651 -0.225
C 0.9367 -1.9961 1.6422 -0.232
C 1.3938 -3.2535 2.0201 0.015
C 0.7565 -3.9153 3.0503 -0.031
C -0.3401 -3.3364 3.6930 -0.041
C -0.7943 -2.0955 3.3063 0.007
C -0.1505 -1.4233 2.2681 -0.154
N -0.5931 -0.1468 1.7560 -0.092
N -1.6087 0.3235 2.3525 0.125
C -2.1900 1.4987 2.0861 -0.125
C -1.6653 2.4721 1.1886 -0.287
O -0.4751 2.3473 0.6465 -0.159
C -2.3865 3.6655 0.9369 0.014
C -3.5831 3.8706 1.5418 0.038
C -4.1448 2.9464 2.4793 -0.157
C -5.3622 3.2286 3.1207 -0.010
C -5.8557 2.3709 4.0696 -0.044
C -5.1350 1.2158 4.4057 -0.037
C -3.9479 0.9150 3.7775 -0.013
C -3.4392 1.7714 2.7949 -0.088
H 3.3420 -2.1341 0.1401 0.083
H 3.3168 -1.2623 1.7019 0.125
H 3.3207 -0.3400 0.1958 0.062
H 2.2398 -3.6985 1.5144 0.126
H 1.1140 -4.8886 3.3579 0.123
H -0.8383 -3.8599 4.4966 0.121
H -1.6488 -1.6441 3.7858 0.106
H -1.9449 4.3912 0.2665 0.132
H -4.1407 4.7744 1.3223 0.135
H -5.8966 4.1358 2.8674 0.125
H -6.7885 2.5929 4.5691 0.118
H -5.5113 0.5559 5.1759 0.118
H -3.3945 0.0304 4.0567 0.100
C 3.0385 0.0318 -2.5620 -0.148
Ge 1.2083 -0.5257 -2.3062 1.079
C 0.1407 0.0689 -3.7785 -0.306
C -0.0869 -0.9297 -4.7331 -0.104
C -0.7124 -0.6192 -5.9339 -0.048
C -1.1290 0.6802 -6.1830 -0.050
C -0.9031 1.6774 -5.2420 -0.058
C -0.2638 1.3787 -4.0472 -0.111
C 1.1399 -2.4308 -2.0498 -0.242
C 2.3741 -3.0278 -1.9194 -0.118
C 2.5087 -4.4216 -1.7343 -0.046
C 1.3953 -5.1983 -1.6449 0.002
C 0.1019 -4.6433 -1.8121 -0.150
C -1.0409 -5.4811 -1.8098 -0.012
C -2.2744 -4.9766 -2.0859 -0.049
C -2.4146 -3.6022 -2.3811 -0.058
C -1.3371 -2.7639 -2.3459 -0.071
C -0.0427 -3.2516 -2.0381 -0.165
H 3.3022 -0.4782 -3.4925 0.066
H 3.7412 -0.2531 -1.7828 0.031
H 3.0910 1.1029 -2.7321 0.038
H 0.2125 -1.9546 -4.5447 0.104
H -0.8758 -1.3942 -6.6712 0.118
H -1.6201 0.9183 -7.1172 0.117
H -1.2059 2.6953 -5.4523 0.114
H -0.0339 2.1765 -3.3583 0.086
H 3.2791 -2.4382 -1.9775 0.090
H 3.4949 -4.8612 -1.6618 0.119
H 1.4854 -6.2664 -1.4865 0.128
H -0.9097 -6.5397 -1.6217 0.124
H -3.1375 -5.6279 -2.1141 0.116
H -3.3869 -3.2182 -2.6623 0.111
H -1.4552 -1.7237 -2.6204 0.085
C 2.9602 4.4786 2.1638 -0.018
C 3.8509 3.2727 2.3546 -0.184
C 4.1283 2.8566 3.6574 -0.055
C 4.9805 1.8016 3.9192 -0.659
Cl 5.2844 1.3314 5.5652 0.689
C 5.6035 1.1327 2.8828 -0.092
C 5.3271 1.5229 1.5819 -0.011
C 4.4556 2.5629 1.3247 -0.225
O 4.3119 2.8301 -0.0484 -0.014
C 3.0905 3.1746 -0.6263 -0.088
C 2.0549 2.1121 -0.4400 -0.538
O 1.1338 1.8869 -1.3189 -0.177
O 1.9996 1.3762 0.5841 -0.056
H 2.7464 4.9314 3.1299 0.087
H 1.9991 4.2240 1.7105 0.072
H 3.4420 5.2427 1.5512 0.099
H 3.6760 3.3866 4.4864 0.117
H 6.2954 0.3271 3.0868 0.113
H 5.8004 1.0284 0.7420 0.128
H 3.2776 3.2814 -1.6950 0.153
H 2.6643 4.1130 -0.2689 0.133
C -4.4003 0.0854 -1.4668 -0.004
C -3.8390 -0.8896 -0.6605 -0.020
C -2.5163 -0.7769 -0.2896 -0.117
N -1.7623 0.2682 -0.6682 -0.100
C -2.3066 1.2156 -1.4555 -0.109
C -3.6135 1.1506 -1.8789 -0.002
H -5.4354 0.0155 -1.7740 0.129
H -4.4091 -1.7423 -0.3203 0.129
H -2.0408 -1.5285 0.3232 0.122
H -1.6640 2.0395 -1.7254 0.113
H -4.0037 1.9346 -2.5121 0.128
```

Values from the calculation:
Charge: +2
Lowest unoccupied orbital energy, hartree: -0.2676
HOMO, eV: -12.6
Frontier orbital gap, eV: 5.3

***

No. 3
Here is a cluster of 2 separate species, CH4O3 in total at a distorted geometry from the OMol25 dataset. Energies are from wB97M-V/def2-TZVPD.

```
8
Properties=species:S:1:pos:R:3:nbo_charge:R:1
O -0.4043 0.6917 1.9724 -0.517
C 0.5043 0.6238 1.1349 0.647
O 0.5693 -0.2151 0.0183 -0.714
H 1.3998 1.2718 1.0587 0.098
H 1.4426 -0.0496 -0.4311 0.506
O -1.4371 -1.0693 -1.3041 -0.961
H -0.8337 -0.9337 -0.5387 0.485
H -1.2410 -0.3195 -1.9104 0.456
```

Values from the calculation:
SMILES: O=CO.O
Charge: 0
Lowest unoccupied orbital energy, hartree: 0.0045
HOMO, eV: -10.8
Frontier orbital gap, eV: 10.9